C2Cl2F3NO as an isolated structure. Source: the OMol25 dataset; level of theory: wB97M-V/def2-TZVPD.

Properties
E_LUMO	-1.47	eV
M	181.93	g/mol
maximum force	3.53	eV/A
energy above the lowest of the compared OMol25 structures with the same formula, charge and spin	71.2	kcal/mol
net charge	0
total energy	-1426.02468	Eh

XYZ file:
```
9
Properties=species:S:1:pos:R:3:lowdin_charge:R:1
C 0.49403 0.09292 -0.01631 -0.579
C -0.45984 -0.80808 0.67239 -0.924
N 0.13561 1.16246 -0.67038 -0.139
O -0.87825 1.75795 -0.66748 0.147
F 1.10898 1.94991 -1.72709 -0.103
F -1.50536 -0.10576 1.13648 0.065
F 0.13946 -1.38937 1.74956 0.029
Cl 2.11672 -0.52320 -0.16565 0.763
Cl -1.15135 -2.13683 -0.31152 0.740
```

***

A 5-piece molecular cluster, C9H25FN4O3 overall. Source: the OMol25 dataset; level of theory: wB97M-V/def2-TZVPD.

Properties
E_LUMO	-0.58	eV
M	256.32	g/mol
maximum force	1.82	eV/A
net charge	0
total energy	-902.55890	Eh

XYZ file:
```
42
Properties=species:S:1:pos:R:3:lowdin_charge:R:1
N -22.30096 -12.35145 -0.10270 0.287
H -22.59711 -11.71314 0.63530 0.146
H -22.26429 -11.83499 -1.02868 0.047
H -22.92451 -13.15194 -0.16130 0.119
H -21.35770 -12.63452 0.16144 0.134
F -22.15068 -11.01694 -2.37235 -0.474
C -26.56626 -10.09211 -0.19617 -0.016
C -25.23873 -10.11059 -0.92002 -0.564
O -24.54560 -9.11320 -0.95116 0.052
N -24.89110 -11.25901 -1.56371 -0.006
C -25.56390 -12.54603 -1.48209 -0.090
H -27.39145 -10.16169 -0.90633 0.085
H -26.65140 -9.18829 0.40094 0.080
H -26.70475 -10.88401 0.54791 0.074
H -23.97351 -11.26181 -2.01854 0.080
H -26.64224 -12.40761 -1.56303 0.079
H -25.36208 -13.00553 -0.50556 0.071
H -25.24054 -13.14944 -2.32600 0.076
C -17.55749 -10.31931 -0.62886 -0.016
C -18.87900 -10.15125 -1.33017 -0.562
O -19.44759 -9.07861 -1.39200 0.049
N -19.42701 -11.26494 -1.89463 0.000
C -18.76900 -12.54685 -2.06539 -0.099
H -17.45636 -11.21820 -0.01633 0.066
H -17.42742 -9.51122 0.08894 0.081
H -16.73088 -10.29157 -1.34018 0.088
H -20.41049 -11.25213 -2.18919 0.070
H -19.38878 -13.29135 -2.55822 0.063
H -18.35190 -12.91441 -1.12301 0.068
H -17.91278 -12.43766 -2.74218 0.086
C -22.23469 -12.23455 -6.36026 0.002
C -22.15629 -13.48966 -5.54414 -0.550
O -22.17426 -14.61400 -6.02695 0.023
N -22.15389 -13.32833 -4.19818 0.000
C -22.17644 -14.38441 -3.22830 -0.086
H -22.09656 -11.37006 -5.70755 0.077
H -23.13564 -12.14901 -6.96315 0.086
H -21.42835 -12.15016 -7.09176 0.085
H -22.13349 -12.37874 -3.83661 0.081
H -21.90207 -15.35638 -3.62607 0.087
H -23.18553 -14.49450 -2.80564 0.068
H -21.53164 -14.09112 -2.39543 0.050
```

***

C23H28BeClN2O3Sb as an isolated structure. Source: the OMol25 dataset; level of theory: wB97M-V/def2-TZVPD.

Properties
E_LUMO (spin up / spin down)	-0.38 / -0.22	eV
M	546.71	g/mol
maximum force	3.39	eV/A
energy above the lowest of the compared OMol25 structures with the same formula, charge and spin	517.7	kcal/mol
net charge	0
total energy	-1942.95714	Eh

XYZ file:
```
59
Properties=species:S:1:pos:R:3:lowdin_charge:R:1
Be 0.40595 0.02620 -0.75328 0.108
O 0.51309 -1.25852 -1.76710 0.015
C 1.85921 -1.27728 -2.40000 -0.215
C 2.65000 -0.28699 -1.49988 -0.480
O 3.83965 -0.16854 -1.59421 0.139
O 1.86866 0.39843 -0.69363 -0.027
C 1.74982 -0.67466 -3.79330 -0.131
C 2.27251 -1.31988 -4.90829 -0.010
C 2.15832 -0.74334 -6.16569 -0.065
C 1.52326 0.47853 -6.31968 -0.074
C 1.00956 1.13270 -5.20870 -0.053
C 1.13039 0.56442 -3.95273 -0.017
C 2.34443 -2.71215 -2.36608 -0.151
C 3.54099 -3.09869 -1.77845 0.004
C 3.90824 -4.43960 -1.76787 -0.062
C 3.09123 -5.39992 -2.33899 -0.081
C 1.89202 -5.01900 -2.92804 -0.070
C 1.52580 -3.68527 -2.94083 -0.041
H -0.20130 -1.46621 -2.38693 0.144
H 2.78331 -2.26629 -4.80072 0.118
H 2.56823 -1.25638 -7.02571 0.106
H 1.43096 0.92306 -7.30195 0.105
H 0.51013 2.08617 -5.31474 0.112
H 0.71849 1.09768 -3.10278 0.097
H 4.19360 -2.35660 -1.34433 0.112
H 4.84356 -4.72764 -1.30636 0.107
H 3.38382 -6.44166 -2.32715 0.104
H 1.24726 -5.75934 -3.38307 0.105
H 0.59466 -3.40163 -3.41970 0.122
C -1.18010 0.86562 3.64829 -0.346
Sb 0.64093 0.42103 2.60832 1.232
C 1.07399 2.43600 1.98299 -0.328
C 1.88185 0.79677 4.35459 -0.365
H -1.42803 0.06662 4.34689 -0.006
H -1.98638 0.98717 2.92631 -0.022
H -1.03847 1.79608 4.19782 0.002
H 0.41562 3.10480 2.53796 0.009
H 0.93047 2.60907 0.92065 -0.036
H 2.11347 2.64300 2.23796 0.004
H 1.59878 1.76853 4.75861 -0.002
H 2.92988 0.81683 4.05624 -0.008
H 1.75614 0.03052 5.11965 -0.012
Cl -1.47875 0.79004 -0.62471 0.512
C -2.35920 -0.71334 -0.35360 -0.239
H -1.83756 -1.60706 -0.01681 0.090
H -0.80901 0.70993 0.75733 -0.094
N -4.44878 -1.72209 0.03841 0.128
C -3.68639 -0.93172 -0.75533 -0.362
C -2.42308 1.89780 0.01778 -0.245
C -1.84974 0.84493 -2.29561 -0.272
N -2.59293 0.64107 -3.30525 0.041
C -3.84067 0.09231 -3.08167 -0.148
C -4.33018 -0.52406 -1.97849 -0.044
H -4.07811 -2.04301 0.91474 0.109
H -5.34929 -2.05402 -0.25879 0.101
H -3.15249 2.68315 0.06476 0.019
H -0.53371 2.06683 -0.70346 0.056
H -4.49637 0.11249 -3.94606 0.104
H -5.35068 -0.87755 -2.09305 0.101
```

***

A 2-piece molecular cluster, C28H30N2O4S3 overall. Source: the OMol25 dataset; level of theory: wB97M-V/def2-TZVPD.

Properties
E_LUMO	-0.14	eV
M	554.76	g/mol
maximum force	1.33	eV/A
net charge	0
total energy	-2689.95393	Eh

XYZ file:
```
67
Properties=species:S:1:pos:R:3:lowdin_charge:R:1
C 0.48895 -0.10629 -0.92965 -0.047
C 1.05316 -1.01770 -1.73217 -0.343
S 0.14149 -1.60363 -3.18500 0.708
O -0.61093 -0.47643 -3.68090 -0.295
O 1.02809 -2.34483 -4.05382 -0.302
C -1.03915 -2.77860 -2.49268 -0.262
C -0.74150 -4.13746 -2.46293 -0.056
C -1.62439 -5.03768 -1.86709 -0.061
C -2.82573 -4.56248 -1.32747 -0.071
C -3.12941 -3.19543 -1.36468 -0.066
C -2.23102 -2.30349 -1.94790 -0.060
S 2.64029 -1.75973 -1.20571 0.713
O 2.58215 -1.81623 0.23852 -0.312
O 3.70497 -1.05800 -1.88498 -0.292
C 2.68258 -3.48590 -1.75684 -0.283
C 3.16012 -3.80856 -3.02288 -0.078
C 3.19049 -5.13902 -3.43621 -0.061
C 2.76439 -6.14524 -2.56305 -0.074
C 2.32741 -5.82152 -1.27379 -0.080
C 2.31202 -4.48856 -0.86387 -0.066
H -0.46735 0.33051 -1.20824 0.063
H 1.00826 0.19678 -0.02313 0.058
H 0.20013 -4.48067 -2.88286 0.101
H -1.36978 -6.10106 -1.83571 0.111
H -3.53212 -5.26386 -0.87807 0.107
H -4.06511 -2.81554 -0.94757 0.110
H -2.44211 -1.23838 -1.98260 0.113
H 3.51302 -3.02260 -3.68358 0.117
H 3.55622 -5.37619 -4.43813 0.113
H 2.78128 -7.18842 -2.88710 0.107
H 1.99525 -6.59791 -0.58032 0.109
H 1.98218 -4.21534 0.13494 0.116
C -1.98735 1.01600 4.71503 -0.064
C -1.31891 0.76645 3.36149 -0.575
C 0.14560 0.37609 3.58566 -0.046
C -2.04723 -0.37741 2.64942 -0.058
C -1.41209 2.02066 2.45278 -0.312
C -1.04881 3.31318 3.15150 -0.139
C -1.09708 4.49359 2.21242 -0.117
N -0.38665 4.16039 0.97284 -0.032
C -0.21320 2.84950 0.59980 -0.551
N -0.61271 1.80839 1.23841 0.072
S 0.70105 2.78931 -0.90538 1.136
C 0.79993 4.51293 -0.97959 -0.469
C 1.46160 5.27916 -1.93445 -0.081
C 1.43215 6.67246 -1.80154 -0.091
C 0.75785 7.27698 -0.72573 -0.082
C 0.09633 6.49748 0.23762 -0.016
C 0.13111 5.11391 0.08816 -0.234
H -3.01409 1.38131 4.58944 0.089
H -2.03517 0.08406 5.29055 0.088
H -1.42742 1.74096 5.31676 0.079
H 0.67625 0.33778 2.62774 0.073
H 0.65291 1.08796 4.24622 0.080
H 0.19565 -0.61873 4.04485 0.087
H -1.64607 -0.52930 1.64035 0.073
H -1.91832 -1.30550 3.22034 0.084
H -3.12250 -0.16862 2.57724 0.084
H -2.48541 2.10252 2.17143 0.157
H -1.75034 3.49062 3.97402 0.117
H -0.04476 3.21907 3.59134 0.132
H -2.14232 4.75548 1.98953 0.137
H -0.61052 5.36189 2.66098 0.121
H 1.97578 4.76261 -2.74054 0.111
H 1.93941 7.28946 -2.54390 0.102
H 0.75113 8.36488 -0.63742 0.103
H -0.42962 6.93390 1.08812 0.106
```

***

C35H55N4OP2V as an isolated structure. Source: the OMol25 dataset; level of theory: wB97M-V/def2-TZVPD.

Properties
E_LUMO (spin up / spin down)	-11.63 / -11.68	eV
M	660.74	g/mol
maximum force	10.38	eV/A
<S²>	1.0104
net charge	+3
total energy	-3286.49058	Eh
2S+1	2

XYZ file:
```
98
Properties=species:S:1:pos:R:3:lowdin_spin:R:1
C -1.08839 -2.35199 -1.25622 0.006
C 1.03671 -1.57612 -1.59022 -0.007
C -0.73673 -3.55221 -1.86885 0.048
C 1.55012 -2.86844 -1.89909 0.046
C 0.61487 -3.86560 -2.07180 -0.001
H -1.54595 -4.25178 -2.11126 0.002
H 2.62351 -2.99932 -2.05970 0.002
H 0.89418 -4.87847 -2.38943 -0.001
N -0.11701 -1.52064 -0.80263 0.046
P -2.73511 -0.76565 0.36734 -0.003
P 3.10644 0.59601 -0.13605 0.003
C -2.50636 -1.79531 -1.17080 -0.002
H -2.73707 -1.15814 -2.04224 0.000
H -3.21201 -2.62820 -1.20309 -0.001
C 0.07803 1.81101 1.09071 0.068
O 0.44022 2.85114 1.51555 0.079
C 1.36375 -0.44119 -2.36176 0.054
H 2.13235 -0.60150 -3.11505 0.000
C 4.21579 1.62370 -1.24025 -0.001
C 3.77168 0.66199 1.56944 0.001
C -3.87075 0.70056 -0.04572 0.003
C -3.52358 -2.12255 1.45883 -0.001
C 3.47702 2.97464 -1.26240 0.000
H 3.37920 3.41086 -0.26251 0.000
H 4.00966 3.69519 -1.90013 0.000
H 2.46291 2.83961 -1.66880 0.000
C 5.69910 1.73526 -0.83437 0.000
H 5.88692 2.12872 0.16640 0.000
H 6.20322 0.76473 -0.92435 0.000
H 6.19196 2.42132 -1.53907 0.000
C 4.23827 1.02841 -2.65803 0.001
H 4.95636 1.60769 -3.25946 0.000
H 4.58084 -0.01400 -2.66677 0.000
H 3.25934 1.08061 -3.14972 0.001
C 4.04026 2.11419 1.97741 -0.002
H 3.09294 2.67038 2.00261 0.000
H 4.46375 2.12168 2.98963 -0.001
H 4.72783 2.65918 1.32846 0.000
C 2.73732 0.11091 2.55308 0.001
H 1.81877 0.70550 2.54962 0.000
H 2.47823 -0.92832 2.32757 0.000
H 3.16594 0.14380 3.56488 0.000
C 4.95847 -0.30775 1.55621 0.002
H 5.81221 0.03944 0.96973 0.000
H 5.29439 -0.47035 2.58755 0.001
H 4.62630 -1.27598 1.15270 0.000
C -3.84684 -1.49940 2.81887 0.000
H -4.24540 -2.28106 3.48181 0.000
H -2.95786 -1.07799 3.29688 0.000
H -4.60756 -0.71068 2.75080 0.000
C -2.50019 -3.25620 1.63306 0.000
H -2.25348 -3.74415 0.68109 0.000
H -1.57023 -2.90442 2.08810 0.000
H -2.92811 -4.01745 2.30326 0.000
C -4.80281 -2.75004 0.86614 -0.001
H -5.11116 -3.56630 1.53860 0.000
H -5.63499 -2.04280 0.79718 0.000
H -4.64052 -3.19379 -0.12274 0.000
C -3.48968 1.30464 -1.40742 0.001
H -3.69007 0.61264 -2.23736 0.000
H -4.11047 2.20072 -1.57072 0.000
H -2.43391 1.61489 -1.44747 0.001
C -3.66098 1.75817 1.05036 0.012
H -2.63514 2.15793 1.04988 0.007
H -4.35269 2.59331 0.86801 0.001
H -3.86880 1.36090 2.05279 0.000
C -5.34460 0.28560 -0.08985 0.000
H -5.52315 -0.51541 -0.81904 0.000
H -5.72607 -0.01661 0.89345 0.000
H -5.93650 1.15812 -0.40675 0.000
V -0.42081 0.25157 0.26663 0.940
N -0.10498 1.04980 -1.32131 -0.232
C 0.57004 0.70451 -2.38792 -0.047
C 0.24526 1.42293 -3.72010 -0.016
C 1.37536 1.31685 -4.74547 -0.002
C -0.94393 0.62837 -4.27454 -0.002
C -0.10712 2.88777 -3.45897 -0.005
H 2.20731 2.00439 -4.54370 0.000
H 1.76999 0.29747 -4.79384 0.000
H 0.98387 1.54094 -5.74687 -0.001
H -1.77721 0.60685 -3.55676 0.000
H -1.30665 1.04828 -5.21957 -0.001
H -0.63068 -0.41598 -4.42897 0.000
H -0.47243 3.36651 -4.36949 0.000
H -0.88159 2.96122 -2.69597 -0.003
H 0.74799 3.45387 -3.06261 0.000
N -0.64064 -1.46319 7.85795 0.001
C -0.60320 -1.21278 6.71492 0.000
C -0.57222 -0.90706 5.30288 0.001
C -0.03185 -1.80914 4.38415 -0.001
C -0.00865 -1.47344 3.03282 0.001
N -0.53067 -0.31677 2.57076 -0.006
C -1.05617 0.55812 3.46045 0.004
C -1.10049 0.28774 4.82319 0.000
H 0.36984 -2.76103 4.71510 0.000
H 0.45887 -2.15109 2.30743 0.000
H -1.44186 1.51018 3.08577 0.001
H -1.54209 1.01951 5.49709 0.000
```

***

Q: Which of these has the highest net charge?
A: C35H55N4OP2V

***

Q: maximum force of number 1 (C2Cl2F3NO)?
A: 3.53 eV/A

***

Q: Which of these has the highest M?
A: C35H55N4OP2V